Computed, not measured: an isolated molecule of CH3BrN2, with ωB97M-V/def2-TZVPD.

CARTESIAN COORDINATES (ANGSTROEM)
Br -2.321 -0.629 -0.039
N -0.113 0.951 -0.033
N -1.355 0.975 0.075
C 0.831 -0.123 -0.001
H 0.455 -0.720 0.811
H 1.812 0.269 0.202
H 0.691 -0.723 -1.014

The energy above the lowest of the compared OMol25 structures with the same formula, charge and spin is 0.379 eV. As for the SMILES: C/N=N\Br. As for the HOMO-LUMO gap: 9.6 eV. The value obtained for the total energy is -2723.34347 a.u. As for the multiplicity: 1.



Computed, not measured: a cluster of 5 separate species, C32H27B3F9IO13S in total, with ωB97M-V/def2-TZVPD.

CARTESIAN COORDINATES (ANGSTROEM)
I 1.468 -4.168 3.609
S -6.554 -0.045 5.075
F -7.358 -0.968 6.080
F -7.240 1.223 5.710
F -7.727 -0.131 4.024
F -5.742 0.915 4.104
F -5.999 -0.696 2.093
F -6.757 -2.501 4.216
F -4.827 -2.071 5.113
F -5.123 -2.681 2.338
F -5.380 0.084 6.139
O -3.323 -1.065 -3.407
O -1.489 -3.801 0.734
O 5.453 4.427 -2.736
O -2.066 3.048 -7.605
O 0.182 -0.675 6.270
O -1.380 -0.016 4.616
O -1.555 -2.181 5.596
O 2.672 -2.250 5.476
O -3.458 -2.060 -7.635
O 1.456 -0.014 -0.565
O 10.536 5.033 -4.077
O 6.541 0.577 -1.902
O 0.390 -0.221 2.359
C -2.636 -1.817 3.280
C -1.903 -3.175 -0.218
C 7.620 3.508 -2.744
C 3.098 1.351 -1.560
C -3.751 -0.834 2.844
C -3.260 -3.429 -0.766
C -1.546 -1.439 -1.912
C -2.682 -0.210 -8.863
C -2.389 1.879 -7.609
C 4.376 1.503 -1.898
C 6.622 4.564 -3.043
C -2.850 1.199 -6.374
C -5.770 -1.598 4.287
C 0.682 -3.175 6.406
C 8.367 5.944 -4.066
C 2.620 0.126 -0.875
C 5.372 0.444 -1.597
C -2.900 -1.692 -2.458
C 7.090 5.793 -3.728
C 0.709 1.043 2.930
C 0.984 0.970 4.429
C 3.621 -0.930 -0.574
C -3.143 -0.890 -7.624
C 9.373 4.890 -3.769
C -1.080 -2.128 -0.874
C 4.899 -0.783 -0.909
C 1.772 -3.012 5.408
C -5.147 -1.415 2.868
C -3.200 -0.085 -6.377
C 8.897 3.663 -3.083
C -2.334 1.073 -8.856
C -3.723 -2.741 -1.805
B -0.309 -1.956 6.123
B -1.860 -1.306 4.533
B -0.102 0.100 5.151
H -0.125 1.707 2.723
H 6.339 6.545 -3.933
H 1.102 -3.101 7.407
H 1.591 1.448 2.425
H 7.247 2.615 -2.249
H -3.705 0.088 3.416
H 1.039 -0.874 2.645
H -1.893 -1.844 2.482
H 0.151 -4.106 6.244
H 4.750 2.397 -2.393
H -0.966 -0.666 -2.400
H 3.249 -1.814 -0.070
H -3.537 -0.594 -5.484
H -0.095 -1.947 -0.460
H 1.969 0.546 4.620
H 2.351 2.108 -1.764
H -1.995 1.591 -9.744
H -4.709 -2.905 -2.222
H -2.649 -0.818 -9.759
H 8.737 6.830 -4.567
H 0.929 1.980 4.843
H -3.841 -4.196 -0.269
H -3.595 -0.545 1.805
H -2.883 1.805 -5.478
H 9.647 2.908 -2.880
H 5.648 -1.537 -0.701
H -2.996 -2.823 3.459

As for the SMILES: O=C(I)CB1OB(CCO)OB(CCC(F)(F)C(F)(F)S(F)(F)(F)(F)F)O1.O=C1C=CC(=O)C=C1.O=C1C=CC(=O)C=C1.O=C1C=CC(=O)C=C1.O=C1C=CC(=O)C=C1. As for the HOMO-LUMO gap: 8.2 eV. The value obtained for the total energy is -3883.06870 a.u. As for the multiplicity: 1.



Number 1: E_HOMO -9.39 eV. Number 2: E_HOMO -10.01 eV.